Record 1
43
Properties=species:S:1:pos:R:3:forces:R:3:lowdin_charge:R:1 method="wB97M-V/def2-TZVPD" homo_energy_ha=-0.280 fmax_ev_per_a=18.252 e_tot_ev=-20413.953 de_lowest_kj_mol=1684.18
C -0.5804 -0.7767 -0.3921 7.357 -5.804 -13.790 -0.07
C 0.8041 -0.9016 0.0090 -14.738 6.683 8.442 -0.35
N 0.7576 -0.3823 1.2683 -7.313 -0.468 -2.106 0.10
N -0.5687 -0.1218 1.6309 0.557 -0.279 -1.189 0.10
C -1.3670 -0.4489 0.4441 -6.904 6.737 15.440 -0.30
C -2.9051 -0.0397 0.6758 1.272 2.594 0.583 -0.18
C -3.7797 -1.3298 0.5087 0.045 7.321 -10.956 -0.17
C -5.1993 -0.8497 0.2635 -1.073 -2.153 5.442 -0.28
C -5.5655 0.2479 -0.7193 1.180 -0.952 2.617 -0.16
C -4.6395 1.4246 -0.3604 -4.174 2.791 -4.711 -0.32
C -3.2492 1.3390 -0.3769 1.132 -12.887 -2.781 -0.11
H -2.7050 2.1301 -0.2839 3.483 4.544 0.889 0.03
H -2.9013 0.6114 -1.5094 -0.825 2.761 2.849 0.20
H -4.8875 2.3299 -1.0528 -0.013 -1.348 0.562 0.15
H -4.9415 1.8499 0.5075 -1.183 0.922 3.295 0.08
H -6.6467 0.4341 -0.4467 1.185 0.084 -1.320 0.14
H -5.2656 -0.3023 -1.5808 -0.585 0.662 -1.939 0.10
H -5.8014 -1.8210 0.2536 0.082 1.554 -0.423 0.13
H -5.3382 -0.4217 1.3255 -0.896 -0.426 -1.110 0.13
H -3.4852 -1.9257 1.1975 1.159 -4.652 4.284 0.04
H -3.4796 -1.5987 -0.7352 -0.140 -0.331 3.533 0.18
H -3.2020 0.5094 1.7847 1.589 -1.940 -2.668 0.19
H 1.3731 -0.2834 1.9834 2.534 0.236 2.015 0.11
C 1.8632 -1.3152 -0.4215 14.756 -6.329 -7.269 -0.19
N 3.0327 -0.3835 -0.3706 0.379 -14.418 6.410 -0.16
C 3.0680 0.8356 -0.6260 -6.531 6.154 -2.663 -0.42
C 3.8907 1.5102 0.2633 -0.219 13.001 1.654 -0.27
C 5.0496 1.0192 0.8332 -4.856 -10.520 0.232 -0.24
C 5.3853 -0.2144 -0.0457 5.111 1.608 -2.295 -0.19
C 4.3551 -1.2027 -0.3545 -3.119 6.174 -6.448 -0.12
H 4.3806 -1.4008 -1.5240 0.692 -0.435 1.957 0.16
H 4.3878 -2.0667 0.0952 -0.591 -4.352 3.046 0.05
H 6.3709 -0.6807 0.2224 -0.935 0.124 0.284 0.12
H 5.7252 0.2064 -1.1011 -0.694 -0.302 1.935 0.15
H 5.8118 1.4340 1.1587 6.929 5.135 1.945 0.03
H 4.6980 0.5414 1.7933 0.349 -0.040 -0.376 0.14
H 4.3186 2.5119 -0.5105 -1.345 -2.141 2.319 0.19
H 3.2912 2.1627 1.3337 1.131 -1.789 -3.561 0.20
H 3.2897 0.9112 -1.6541 0.561 1.690 -2.128 0.11
H 1.8360 1.2918 -0.4780 3.465 -1.042 -0.719 0.23
H 2.1963 -2.4756 -0.1191 -0.537 2.954 -0.584 0.21
H 1.6925 -1.2931 -1.4574 -0.151 -1.478 -2.359 0.13
H -1.0691 -1.0645 -1.4322 1.873 0.360 1.661 0.16

***

Record 2
51
Properties=species:S:1:pos:R:3:forces:R:3:lowdin_charge:R:1 method="wB97M-V/def2-TZVPD" homo_energy_ha=-0.342 smiles="O=C1C=C(CB(O)O)C(=O)C=C1F.COCCOC.COCCOC" fmax_ev_per_a=0.656 e_tot_ev=-35749.773
O 2.0872 -1.0102 -2.1497 0.193 -0.216 -0.022 0.13
C 1.7878 -0.0469 -2.8117 -0.172 -0.064 0.114 -0.31
C 0.4268 0.5192 -2.7878 -0.069 0.166 -0.182 0.06
C 0.1413 1.7049 -3.3387 -0.028 -0.018 -0.114 -0.13
C -1.2141 2.3435 -3.2587 0.396 -0.179 0.492 -0.01
B -2.4388 1.3372 -3.4097 -0.331 0.220 0.061 -0.64
O -2.5311 0.4053 -4.4167 0.121 -0.203 0.457 0.17
O -3.4958 1.4495 -2.5420 0.190 -0.482 0.056 0.17
C 1.2528 2.4745 -4.0108 0.056 -0.191 0.131 -0.33
O 1.1004 3.6346 -4.2978 -0.121 0.408 -0.231 0.13
C 2.5402 1.7972 -4.2776 0.164 -0.205 -0.086 0.10
C 2.7872 0.6297 -3.6983 -0.418 0.134 0.039 -0.20
F 3.9234 -0.0188 -3.8547 0.271 -0.118 0.001 0.13
H -0.3290 -0.0701 -2.2708 0.189 0.058 0.062 0.14
H -1.2852 3.1847 -3.9561 -0.026 -0.205 -0.039 0.12
H -1.2969 2.7914 -2.2600 0.047 0.069 -0.097 0.11
H -1.6854 -0.0313 -4.5749 -0.090 0.331 -0.408 0.10
H -3.1938 1.6473 -1.6415 -0.076 0.408 -0.228 0.08
H 3.2741 2.2701 -4.9243 -0.178 0.094 0.173 0.14
C -3.1819 1.4106 1.0965 0.002 -0.080 0.071 -0.10
O -2.0305 1.7668 0.3425 -0.077 0.055 -0.100 -0.21
C -1.4306 2.9843 0.7756 0.030 -0.030 -0.138 -0.19
C -0.2360 2.7700 1.6782 0.047 0.009 0.183 -0.20
O -0.6001 2.2238 2.9296 -0.187 -0.043 -0.002 -0.19
C -0.3152 0.8439 3.0950 0.055 0.077 0.029 -0.10
H -3.4448 0.3889 0.8271 0.006 0.012 -0.042 0.10
H -2.9843 1.4555 2.1689 0.007 0.012 -0.007 0.09
H -4.0235 2.0698 0.8574 0.011 0.016 0.031 0.09
H -2.1681 3.6131 1.2835 -0.024 -0.023 0.005 0.13
H -1.0927 3.5172 -0.1171 -0.001 0.039 -0.030 0.12
H 0.2114 3.7497 1.8755 0.040 -0.004 -0.071 0.13
H 0.5167 2.1494 1.1795 -0.045 -0.044 -0.009 0.13
H 0.7611 0.6829 3.2089 -0.003 -0.067 -0.068 0.09
H -0.6805 0.2320 2.2679 0.020 0.044 -0.057 0.07
H -0.8133 0.5309 4.0115 0.024 -0.004 0.008 0.09
C 3.0425 -4.1273 2.7206 -0.007 -0.030 -0.006 -0.11
O 1.7731 -4.7526 2.7659 0.011 0.071 -0.024 -0.19
C 0.8212 -4.0495 3.5453 -0.007 -0.158 -0.027 -0.21
C -0.1293 -3.2447 2.6857 -0.020 0.203 0.118 -0.21
O 0.5346 -2.1925 2.0042 0.020 -0.106 -0.078 -0.21
C 0.8033 -2.5031 0.6448 0.006 0.016 0.021 -0.10
H 3.6261 -4.6307 1.9518 -0.010 -0.029 0.014 0.09
H 2.9612 -3.0675 2.4675 0.004 0.004 0.007 0.08
H 3.5601 -4.2306 3.6805 0.005 0.041 0.003 0.09
H 1.3219 -3.3921 4.2638 0.001 0.020 -0.006 0.13
H 0.2461 -4.7908 4.1088 -0.007 0.021 0.011 0.13
H -0.8883 -2.7913 3.3324 -0.008 -0.027 -0.001 0.12
H -0.6400 -3.9016 1.9748 0.014 -0.017 -0.005 0.13
H -0.1219 -2.4832 0.0579 0.010 -0.038 -0.027 0.09
H 1.2663 -3.4878 0.5516 -0.008 -0.002 -0.046 0.09
H 1.4839 -1.7553 0.2457 -0.029 0.054 0.063 0.07